Record 1
C17H17Br6F5O15 as an isolated structure, computed with ωB97M-V with the def2-TZVPD basis set.

Geometry as XYZ:
```
60
Properties=species:S:1:pos:R:3:forces:R:3:mulliken_charge:R:1
C 3.139974 -3.751498 0.304089 1.16 1.53 0.57 -0.1141
C 1.933789 -4.171287 1.106203 1.58 -0.78 -0.59 0.4777
O 1.928043 -5.628150 0.967595 0.66 1.58 0.05 -0.3704
C 3.033380 -5.983478 0.213518 -0.52 -3.72 -1.68 0.5702
O 3.229684 -7.131263 -0.203227 -0.51 3.55 1.72 -0.5568
O 3.778408 -4.930854 -0.104883 0.31 -0.29 -0.10 -0.3563
F 0.915832 -3.607271 0.464450 -2.16 -0.12 -0.11 -0.1997
H 3.807488 -3.095660 0.863023 0.33 -0.52 0.47 0.2861
H 2.901238 -3.081173 -0.521597 -0.56 -0.61 -0.42 -0.0220
H 1.972338 -3.818587 2.136838 -0.40 -0.54 0.11 0.2977
C -0.528059 -0.036714 0.597611 -1.37 0.08 -2.42 0.0628
C -0.150997 1.374621 0.889475 1.18 -1.12 0.97 0.7527
O 0.774864 1.172800 1.981385 3.24 -2.03 -1.50 -0.3828
C 1.474775 -0.093146 1.651628 -0.04 -0.14 2.39 0.5156
O 2.447110 -0.614945 2.212655 -3.21 2.50 -2.19 -0.5857
O 0.685121 -0.674673 0.739613 2.21 -1.68 0.83 -0.0489
F -1.095061 2.022580 1.465835 -3.61 2.30 1.01 -0.3524
H -0.848243 -0.194422 -0.432299 0.32 0.29 -0.24 0.0028
H -1.372778 -0.486687 1.119227 0.48 0.38 1.10 0.1475
H 0.156260 2.016204 0.063593 1.00 -0.45 -0.16 -0.0476
C 2.031357 0.863957 -4.307425 0.13 -1.19 -0.13 -0.5039
C 3.241507 0.546723 -3.426192 -1.43 1.21 -0.34 0.3044
O 2.771794 -0.468431 -2.606946 0.30 -0.79 0.81 -0.2852
C 1.379469 -0.495821 -2.562207 1.51 0.54 -0.98 0.5884
O 0.716894 -1.164585 -1.855020 0.04 -0.39 0.17 -0.4084
O 0.953610 0.337030 -3.490822 -0.71 0.93 -1.32 -0.2099
F 3.403414 1.697926 -2.698378 0.76 0.11 0.79 -0.2875
H 2.133275 0.303360 -5.236644 -0.50 -0.19 -0.05 0.2756
H 1.847131 1.909057 -4.556255 0.15 -0.11 0.48 0.2841
H 4.184289 0.307156 -3.917985 -0.17 -0.24 0.20 0.2918
C -2.306624 -3.995339 -0.535436 0.67 -2.03 0.78 -0.1242
C -2.431734 -3.829839 0.969558 -1.49 1.66 -1.33 0.2579
O -3.859216 -3.633338 1.047290 1.84 0.39 3.72 -0.3576
C -4.501434 -4.150837 0.029821 -3.45 1.13 0.38 0.6534
O -5.727102 -4.201945 0.044353 2.97 -0.62 -1.00 -0.5684
O -3.616676 -4.379702 -0.911736 0.04 -1.41 -2.56 -0.3942
F -1.797795 -2.682574 1.233910 0.34 1.53 1.11 -0.2755
H -1.577135 -4.803975 -0.580747 -0.24 -0.31 -1.21 0.2620
H -1.963889 -3.148343 -1.129761 -0.12 0.20 0.54 0.1973
H -2.029831 -4.524790 1.706867 -0.50 -0.59 -0.42 0.2741
C -1.798216 5.174550 0.419613 -0.17 0.25 -0.18 0.0576
C -1.995264 5.891999 1.814495 0.61 0.53 -2.92 0.3693
O -0.816446 6.679315 1.829570 -1.54 0.54 3.19 -0.3517
C -0.170657 6.731181 0.702755 1.28 0.59 -0.94 0.6449
O 0.683740 7.526887 0.464174 0.00 -0.36 -0.23 -0.5467
O -0.608666 5.774154 -0.101634 0.07 -0.84 -0.90 -0.2833
F -2.019883 5.057602 2.830450 0.13 -0.79 0.97 -0.2130
H -2.526072 5.373558 -0.366983 -0.56 0.13 0.55 0.2344
H -1.693733 4.091335 0.481531 0.21 0.12 0.38 -0.1046
H -2.853136 6.563456 1.850716 -0.05 -0.11 0.16 0.2170
C -1.602912 2.889599 -3.563795 -0.08 -0.67 0.45 -0.4004
Br -2.256544 1.112475 -2.898990 0.14 1.31 -0.27 -0.0207
Br -1.126072 2.720122 -5.405980 0.30 0.01 -0.11 -0.0387
Br -0.174620 3.549739 -2.410660 -0.38 -0.19 -0.54 0.0064
H -2.384211 3.649640 -3.567822 -0.02 -0.51 0.42 0.4494
C 0.218786 0.729357 5.009912 -1.32 -0.12 -0.16 -0.3547
Br 0.505111 1.041562 6.946691 -0.25 -0.51 -1.39 -0.0510
Br -1.372289 1.783056 4.336161 1.27 -0.59 1.12 -0.0315
Br -0.156859 -1.167995 4.418747 0.45 1.23 0.84 -0.0018
H 1.113475 1.056322 4.480072 -0.34 -0.08 0.09 0.3686
```
Forces are in eV/Å.

Total charge: 0
Relative energy (zero: lowest compared OMol25 entry of this formula, charge and spin) in eV: 1.813
E_tot in hartree: -17729.9592
HOMO level in eV: -10.22
Molecular weight in g/mol: 1035.72


Record 2
C51H57IN2O2PW as an isolated structure, computed with ωB97M-V with the def2-TZVPD basis set.

Geometry as XYZ:
```
115
Properties=species:S:1:pos:R:3:forces:R:3:mulliken_charge:R:1
W -15.671665 -11.838828 -6.641053 -0.38 -3.68 2.80 1.9024
C -16.338753 -13.600217 -12.816401 1.79 -2.14 2.33 -1.6798
C -17.791723 -13.848648 -12.449237 -0.99 2.38 -1.88 1.3287
C -18.460604 -12.804062 -13.423047 -0.84 0.38 0.21 -1.6377
C -18.314804 -15.140835 -13.076795 0.86 -1.13 -0.74 -1.5248
C -18.204451 -13.507182 -11.014399 -0.09 -1.22 0.03 -0.1001
C -17.311328 -13.392895 -9.945508 1.06 0.76 0.30 -0.7172
C -17.692241 -13.078555 -8.649270 0.36 -1.47 -1.11 -0.1959
N -16.607229 -13.187278 -7.674608 0.51 0.08 0.74 0.4453
C -15.983715 -14.499621 -7.517423 0.74 -0.06 -1.93 -0.4624
C -14.854625 -14.863559 -8.287887 -0.68 1.78 1.28 0.5508
C -14.288314 -16.192697 -8.160034 -0.82 -1.08 -0.27 -0.0881
C -15.157128 -17.188003 -7.648517 -0.97 -0.39 1.85 -0.7358
C -16.357084 -16.952242 -7.008572 0.63 -1.02 0.72 -0.4473
C -16.687970 -15.558396 -6.672439 -1.81 1.11 1.53 0.3663
O -17.390692 -15.292853 -5.673491 1.98 -0.01 -3.09 -0.4282
C -17.161299 -18.066369 -6.347965 -0.77 0.17 -0.14 2.0099
C -18.642329 -17.661347 -6.215051 -1.27 0.39 0.55 -1.6769
C -16.632223 -18.361652 -4.922408 0.32 1.31 -0.60 -1.6228
C -17.041958 -19.341642 -7.153098 -0.59 -1.09 -0.16 -1.7115
C -13.010607 -16.819268 -8.619282 2.81 0.77 0.62 0.7052
C -12.168715 -17.385710 -7.367370 -0.15 1.02 0.65 -1.3403
C -11.935707 -15.857010 -9.240096 -0.75 1.19 1.03 -1.5297
C -13.248839 -18.031952 -9.514388 -1.59 0.19 -1.54 -1.4478
C -19.136378 -13.071179 -8.340073 -0.11 0.31 1.75 0.5837
O -19.554765 -13.260817 -7.166638 0.75 -0.05 -2.44 -0.6350
C -20.066723 -12.941637 -9.479225 0.77 -0.72 0.62 -0.7699
C -19.558073 -13.408596 -10.684369 -1.12 0.76 -0.84 -0.1636
C -21.510524 -12.576408 -9.211266 -0.86 0.78 -1.37 1.8665
C -21.959305 -11.519305 -10.310919 0.03 -0.92 -0.03 -1.7388
C -21.831085 -11.860238 -7.880532 -0.44 0.51 0.33 -1.7411
C -22.348751 -13.872911 -9.475518 0.55 0.25 -0.12 -1.5959
H -16.194482 -13.904038 -13.830466 0.09 0.12 -0.72 0.5182
H -15.699157 -14.362663 -12.232422 -0.45 1.13 -0.68 0.1949
H -15.914628 -12.592416 -12.662187 -0.53 -0.38 0.06 0.3134
H -18.261133 -13.130144 -14.453721 0.01 0.27 0.36 0.4850
H -18.065152 -11.800715 -13.274822 0.09 0.07 -0.03 0.4025
H -19.555081 -12.724821 -13.321887 0.34 -0.17 0.00 0.3474
H -17.922446 -15.245819 -14.135648 -0.22 0.35 1.24 0.4466
H -19.389864 -15.174648 -13.225959 -0.19 0.07 0.47 0.3366
H -17.968887 -16.039449 -12.573025 -0.15 -0.18 0.27 0.3800
H -16.244254 -13.522976 -10.142729 -0.28 0.03 -0.02 0.3270
H -14.387050 -14.031756 -8.879536 -0.23 -1.18 0.54 0.6681
H -14.774121 -18.198391 -7.476907 -0.19 0.37 -0.66 0.6959
H -18.736134 -16.904065 -5.410088 -0.22 -0.65 -0.58 0.2837
H -19.297132 -18.522102 -5.933490 0.82 0.48 -0.21 0.4893
H -19.112790 -17.231224 -7.124133 0.50 -0.24 0.27 0.3831
H -16.791662 -17.483836 -4.304907 0.27 0.15 0.24 0.3079
H -15.584163 -18.625885 -4.991929 0.25 -0.09 0.30 0.3519
H -17.189009 -19.148333 -4.470134 -0.44 -0.81 0.10 0.5315
H -16.900043 -19.146419 -8.220339 -0.16 -0.32 0.10 0.3053
H -17.932795 -19.998223 -6.983591 0.53 0.78 -0.37 0.4455
H -16.247662 -19.960775 -6.758707 0.61 -0.08 -0.27 0.4233
H -11.811879 -16.563959 -6.670263 -0.55 -0.85 -0.89 0.3570
H -11.282627 -17.830954 -7.826250 -0.15 0.00 0.15 0.4827
H -12.668345 -18.142227 -6.763009 -0.15 -0.02 -0.15 0.2843
H -11.579852 -15.162485 -8.388602 -0.71 -0.60 -1.60 0.3233
H -12.353193 -15.316813 -10.112700 0.39 0.00 0.50 0.3780
H -11.021846 -16.366081 -9.553733 -0.39 -0.28 -0.04 0.4330
H -13.828060 -18.842022 -9.053974 0.26 0.27 -0.15 0.3543
H -12.320340 -18.436685 -9.861280 0.72 -0.16 0.12 0.4701
H -13.775209 -17.727238 -10.463278 0.27 -0.25 0.91 0.3278
H -20.213800 -13.601421 -11.532299 -0.29 0.26 0.37 0.6527
H -21.434295 -10.575185 -10.267610 0.24 0.21 0.34 0.3908
H -23.021021 -11.331153 -10.197737 -0.17 0.09 0.24 0.5236
H -21.861144 -11.878980 -11.332319 0.22 -0.29 -0.07 0.3680
H -21.192058 -10.975143 -7.702944 -0.23 -0.08 -0.59 0.3758
H -21.594358 -12.441495 -7.004372 -0.55 -0.51 0.16 0.3244
H -22.912955 -11.494464 -7.864388 1.47 -0.69 -0.09 0.4376
H -22.289105 -14.119171 -10.541101 -0.33 0.23 0.08 0.3694
H -23.378783 -13.732752 -9.165858 -0.14 0.04 -0.09 0.4882
H -21.949748 -14.760946 -8.993733 0.08 0.06 0.52 0.2692
I -13.100712 -11.560896 -6.791650 0.43 0.17 -0.50 -0.2865
C -15.464553 -12.608870 -4.749517 -0.84 1.82 2.31 0.6335
C -15.185213 -13.933722 -4.418713 1.09 0.49 1.08 -0.2726
C -14.253651 -14.248627 -3.418255 1.74 1.91 1.64 -1.0202
C -13.797013 -13.191999 -2.556694 -0.60 -1.60 -0.84 -0.7865
C -14.425371 -11.939297 -2.595390 1.15 1.54 -1.36 0.5882
C -14.017775 -10.884822 -1.745481 -0.91 0.45 1.16 -0.7269
C -14.668473 -9.649396 -1.784402 -0.09 -0.41 -1.07 -0.9093
C -15.631732 -9.360361 -2.809737 0.12 -0.59 1.23 -0.1858
C -15.982421 -10.368907 -3.675954 1.53 -0.87 -1.75 -0.0238
P -17.226797 -10.491051 -4.992726 0.72 1.00 1.20 1.1873
C -18.534477 -11.371315 -4.158629 -0.24 -0.31 -0.20 0.6414
C -18.974813 -12.567964 -4.695156 -0.35 -0.28 0.74 0.7009
C -19.946828 -13.309216 -3.992118 0.69 1.21 -0.73 -1.1524
C -20.451170 -12.765204 -2.846831 -0.79 -0.88 0.64 -0.5983
C -19.963465 -11.598959 -2.265297 -0.74 -0.59 0.93 -0.8050
C -19.016489 -10.895205 -2.917908 1.73 2.27 -0.30 -0.4927
C -17.683651 -8.818972 -5.385978 1.05 0.35 0.48 0.4660
C -19.015737 -8.605442 -5.646253 -1.31 0.50 -1.05 -0.5434
C -19.339142 -7.659923 -6.609467 -0.91 2.17 0.21 -0.7365
C -18.326624 -6.817579 -7.147853 -1.29 -0.70 -0.65 -0.5295
C -17.009885 -6.928851 -6.730390 0.76 -0.21 -0.28 -0.6574
C -16.697850 -7.860175 -5.749212 -0.68 -1.31 -0.38 -0.7389
C -15.227590 -11.574700 -3.714449 -0.76 -1.61 0.56 -0.0337
H -15.708315 -14.711021 -4.852225 -0.35 -1.16 -0.99 0.1377
H -13.726757 -15.197949 -3.227474 -1.00 0.16 -0.55 0.4764
H -13.031378 -13.341721 -1.777297 -0.48 -0.25 -0.50 0.4435
H -13.281485 -11.118032 -0.959405 -0.41 0.33 -0.39 0.4180
H -14.475685 -8.887363 -1.047863 0.29 0.08 0.04 0.4959
H -16.156169 -8.408035 -2.819622 0.09 -0.11 0.07 0.5411
H -18.663074 -12.911113 -5.668198 0.36 0.03 0.43 -0.2239
H -20.352527 -14.218471 -4.380024 -0.07 -0.39 -0.28 0.5648
H -21.267257 -13.304207 -2.377465 0.12 0.11 0.27 0.4407
H -20.314668 -11.343086 -1.264534 0.02 0.29 -0.43 0.4586
H -18.602016 -9.917901 -2.498535 -0.62 -1.48 -0.50 0.3217
H -19.819020 -9.103120 -5.100939 0.32 -0.47 -0.49 0.5518
H -20.427742 -7.409044 -6.837615 1.66 -0.55 0.23 0.4023
H -18.621316 -6.113938 -7.940174 0.31 -0.32 0.44 0.4053
H -16.172199 -6.476739 -7.293397 -0.73 0.49 0.81 0.4278
H -15.719739 -7.939753 -5.293180 0.32 -0.13 -0.49 0.4064
N -15.635190 -9.772524 -8.938641 -0.22 -0.98 1.48 -0.1667
C -15.790471 -10.325923 -7.917251 -0.31 3.06 -3.67 0.9083
H -15.309065 -9.611567 -9.882752 -0.17 0.41 0.22 0.2567
```
Forces are in eV/Å.

Total charge: +3
E_tot in hartree: -2942.5023
HOMO level (spin up / spin down) in eV: -15.17 / -15.71
Molecular weight in g/mol: 1071.75
Spin multiplicity: 3
⟨S²⟩: 2.179


Record 3
C5H6O as an isolated structure, computed with ωB97M-V with the def2-TZVPD basis set.

Geometry as XYZ:
```
12
Properties=species:S:1:pos:R:3:forces:R:3:mulliken_charge:R:1
O -0.873297 2.246440 0.039434 0.10 -0.42 0.05 -0.5270
C -0.521912 1.101882 0.049786 -0.19 0.47 -0.17 0.4476
C -1.078821 -0.180496 -0.544244 -0.10 0.02 -0.11 -0.6434
C 0.061874 -0.954304 0.161395 0.19 -0.40 -0.02 0.2126
C 1.366448 -1.111940 -0.402609 -0.26 0.15 -0.01 -0.7368
C 0.671676 0.437497 0.731152 0.11 0.09 0.23 -0.5420
H -2.097941 -0.382670 -0.200998 0.13 -0.02 -0.05 0.2969
H -1.033870 -0.243938 -1.637111 -0.07 0.06 0.21 0.2808
H -0.217174 -1.616218 0.984661 0.04 0.13 -0.16 0.3555
H 1.374589 -0.536406 -1.354933 0.04 -0.03 0.17 0.2463
H 1.633553 0.804542 0.354931 0.04 -0.14 -0.06 0.2796
H 0.714880 0.435607 1.818535 -0.02 0.10 -0.07 0.3299
```
Forces are in eV/Å.

Total charge: 0
Relative energy (zero: lowest compared OMol25 entry of this formula, charge and spin) in eV: 4.201
E_tot in hartree: -269.1918
HOMO level in eV: -8.77
Molecular weight in g/mol: 82.10


Number 1: maximum force 0.0899 Eh/bohr. Number 2: maximum force 0.0932 Eh/bohr. Number 3: maximum force 0.0104 Eh/bohr.